C2H3BrF2 | wB97M-V/def2-TZVPD

**Max |F|**: 0.08603 hartree/bohr
**ΔE to the lowest compared entry with this formula, charge and spin**: 10.7 kcal/mol
**Total energy**: -77595.52615 eV
**<S²>**: 2.007
**HOMO (spin up / spin down)**: -7.9 / -10.4 eV

ORCA input file:
```
! RIJCOSX wB97M-V def2-TZVPD def2/J DEFGRID3
* xyz 0 3
C -0.96 -1.22 0.34
C 0.98 0.89 -0.41
F 0.22 1.92 -0.58
F 1.41 0.67 0.86
Br -2.53 -0.40 0.06
H -0.43 -1.75 -0.39
H -0.41 -0.72 1.26
H 1.73 0.61 -1.14
*
```